1.
{"formula": "C41H40Cl2N4O7SW", "method": "the ωB97M-V functional and the def2-TZVPD basis", "total_charge": 0, "gap_ev": [5.77, 5.77], "multiplicity": 1, "largest_force_ev_per_a": 0.4, "elements": ["W", "O", "C", "C", "O", "C", "C", "O", "C", "O", "O", "C", "C", "C", "C", "N", "C", "S", "N", "C", "C", "C", "C", "H", "H", "H", "H", "H", "H", "H", "H", "H", "H", "H", "H", "H", "H", "H", "H", "H", "H", "H", "H", "N", "C", "C", "C", "C", "C", "C", "C", "C", "C", "C", "C", "C", "C", "H", "H", "H", "H", "H", "H", "H", "H", "H", "H", "Cl", "C", "C", "C", "C", "C", "Cl", "C", "N", "C", "C", "C", "C", "C", "C", "C", "C", "O", "O", "H", "H", "H", "H", "H", "H", "H", "H", "H", "H"], "coordinates": [[0.52, 0.72, -0.85], [-5.23, -1.25, 0.27], [-4.08, -0.93, 0.22], [-2.85, -1.95, 0.06], [-4.74, -3.83, -0.05], [-1.71, -0.93, 0.03], [-2.12, 0.37, 0.07], [-1.19, 1.29, -0.26], [-3.53, 0.52, 0.17], [-4.26, 1.49, 0.15], [-0.47, -1.19, -0.21], [0.70, -1.27, 6.73], [-0.05, -1.05, 5.42], [0.38, 0.22, 4.67], [1.83, 0.21, 4.21], [2.11, -0.84, 3.23], [1.94, -0.72, 1.91], [1.63, 0.88, 1.25], [2.12, -1.77, 1.13], [2.57, -3.07, 1.60], [1.51, -3.91, 2.34], [0.90, -5.03, 1.51], [0.21, -4.57, 0.23], [0.32, -2.14, 7.25], [0.59, -0.41, 7.39], [1.77, -1.42, 6.58], [-1.12, -0.98, 5.62], [0.08, -1.92, 4.77], [0.24, 1.09, 5.32], [-0.25, 0.37, 3.79], [2.51, 0.03, 5.05], [2.11, 1.16, 3.78], [2.31, -1.76, 3.58], [2.08, -1.61, 0.13], [3.45, -2.91, 2.24], [2.92, -3.60, 0.72], [0.71, -3.24, 2.69], [1.97, -4.35, 3.23], [0.18, -5.56, 2.14], [1.68, -5.75, 1.27], [-0.53, -3.81, 0.44], [-0.29, -5.41, -0.26], [0.92, -4.15, -0.48], [1.22, 2.37, -1.30], [1.69, 3.50, -1.62], [0.82, 4.70, -1.49], [-0.20, 4.71, -0.54], [-1.09, 5.77, -0.46], [-0.97, 6.85, -1.33], [0.03, 6.84, -2.28], [0.92, 5.78, -2.37], [3.08, 3.59, -2.14], [3.65, 2.49, -2.79], [4.95, 2.53, -3.25], [5.72, 3.68, -3.07], [5.18, 4.77, -2.41], [3.87, 4.72, -1.95], [-0.31, 3.86, 0.13], [-1.88, 5.75, 0.28], [-1.66, 7.67, -1.27], [0.12, 7.67, -2.98], [1.69, 5.78, -3.13], [3.06, 1.59, -2.91], [5.37, 1.67, -3.76], [6.74, 3.71, -3.43], [5.78, 5.65, -2.24], [3.46, 5.57, -1.41], [-1.71, -2.11, 2.56], [-2.89, -2.67, 1.39], [-3.90, -3.40, 1.97], [-4.99, -3.85, 1.22], [-5.20, -3.48, -1.22], [-4.19, -2.89, -1.97], [-4.46, -2.77, -3.69], [-3.03, -2.38, -1.41], [-1.99, -2.01, -2.30], [-1.81, -0.70, -2.75], [-2.84, 0.21, -2.85], [-2.58, 1.55, -3.17], [-1.30, 2.00, -3.40], [-0.25, 1.07, -3.36], [-0.48, -0.28, -3.06], [0.57, -1.32, -3.41], [1.54, -1.61, -2.28], [1.99, -2.70, -2.02], [1.89, -0.52, -1.61], [-3.90, -3.54, 3.04], [-5.95, -4.16, 1.60], [-6.22, -3.67, -1.52], [-1.11, -2.41, -1.99], [-3.85, -0.11, -2.64], [-3.41, 2.24, -3.20], [-1.10, 3.04, -3.61], [0.73, 1.37, -3.71], [1.18, -0.94, -4.23], [0.11, -2.25, -3.74]], "lowdin_charge": [1.4396, 0.1546, -0.1952, -0.1916, -0.0188, -0.3942, -0.2589, -0.2107, -0.2916, 0.1199, -0.1476, -0.1060, -0.2842, -0.1957, -0.2067, 0.0417, -0.6609, 0.7556, 0.0530, -0.1464, -0.2018, -0.2489, -0.0870, 0.0721, 0.0783, 0.0622, 0.1049, 0.0647, 0.1206, 0.0947, 0.1171, 0.0814, 0.1248, 0.0827, 0.1213, 0.1282, 0.0499, 0.1107, 0.1067, 0.1090, 0.0454, 0.0805, 0.0512, -0.1349, -0.2758, -0.1713, -0.0274, -0.0744, -0.0939, -0.0857, -0.0486, -0.1633, -0.0329, -0.0812, -0.0952, -0.0827, -0.0430, 0.1011, 0.1050, 0.0991, 0.1008, 0.1109, 0.0882, 0.1020, 0.0990, 0.1017, 0.1131, 0.8114, -0.4814, -0.1002, -0.0898, -0.1268, -0.5767, 0.7285, -0.1562, 0.0740, -0.2174, -0.0148, -0.0420, -0.0737, -0.1116, -0.2225, -0.0334, -0.5835, 0.0957, -0.2445, 0.1036, 0.1358, 0.1335, 0.1218, 0.1155, 0.1192, 0.1117, 0.1140, 0.1408, 0.1338]}

=====

2.
{"formula": "C41H41BO2P2Tc", "method": "the ωB97M-V functional and the def2-TZVPD basis", "total_charge": 2, "s_squared": 3.79, "gap_ev": [6.10, 6.68], "multiplicity": 4, "largest_force_ev_per_a": 6.9, "elements": ["Tc", "C", "C", "C", "C", "C", "C", "C", "C", "C", "H", "H", "H", "H", "H", "H", "H", "H", "H", "H", "H", "H", "H", "H", "H", "P", "P", "C", "C", "C", "C", "C", "C", "C", "C", "C", "C", "C", "C", "C", "C", "C", "C", "C", "C", "C", "C", "C", "C", "C", "C", "C", "C", "H", "H", "H", "H", "H", "H", "H", "H", "H", "H", "H", "H", "H", "H", "H", "H", "H", "H", "H", "H", "H", "H", "O", "B", "O", "C", "C", "C", "C", "C", "C", "H", "H", "H", "H"], "coordinates": [[-1.13, 1.01, -1.01], [-1.07, 2.63, -2.12], [-0.93, 2.97, -0.72], [-2.10, 3.28, 0.17], [-3.32, 2.34, 0.00], [-2.99, 0.92, -0.37], [-2.89, 0.48, -1.79], [-3.25, 1.46, -2.87], [-2.39, 2.73, -2.88], [0.00, -2.60, 0.46], [-0.21, 2.92, -2.75], [-0.01, 3.51, -0.45], [-2.39, 4.34, 0.07], [-1.74, 3.23, 1.21], [-3.83, 2.30, 0.96], [-4.04, 2.85, -0.65], [-3.46, 0.17, 0.27], [-3.20, -0.55, -2.01], [-4.33, 1.70, -2.84], [-3.18, 0.95, -3.85], [-2.15, 2.95, -3.93], [-2.97, 3.59, -2.54], [0.14, -2.21, -0.54], [-0.12, -3.70, 0.44], [0.82, -2.31, 1.12], [1.35, 1.10, 0.39], [-1.50, -1.81, 1.00], [-0.19, 0.88, 1.34], [-1.18, -0.11, 1.51], [2.33, 2.09, 1.55], [1.82, 3.31, 2.03], [2.66, 4.14, 2.80], [3.97, 3.74, 3.07], [4.45, 2.50, 2.62], [3.63, 1.67, 1.86], [1.78, 1.83, -1.27], [1.52, 1.11, -2.46], [1.85, 1.65, -3.70], [2.28, 2.99, -3.79], [2.55, 3.70, -2.62], [2.39, 3.09, -1.38], [-1.81, -2.63, 2.53], [-0.90, -2.42, 3.57], [-1.05, -3.14, 4.76], [-2.12, -4.05, 4.87], [-2.99, -4.28, 3.80], [-2.83, -3.58, 2.61], [-2.69, -2.31, -0.27], [-2.24, -2.81, -1.51], [-3.16, -3.22, -2.48], [-4.53, -3.16, -2.21], [-4.98, -2.67, -0.99], [-4.08, -2.25, -0.02], [-0.17, 1.59, 2.20], [-1.89, 0.13, 2.34], [0.79, 3.61, 1.85], [2.28, 5.09, 3.17], [4.63, 4.39, 3.63], [5.46, 2.16, 2.84], [3.96, 0.69, 1.54], [1.01, 0.13, -2.43], [1.72, 1.03, -4.59], [2.40, 3.44, -4.77], [2.88, 4.74, -2.69], [2.73, 3.63, -0.48], [-0.07, -1.71, 3.44], [-0.36, -2.98, 5.57], [-2.25, -4.60, 5.80], [-3.81, -5.00, 3.88], [-3.47, -3.76, 1.75], [-1.18, -2.91, -1.73], [-2.78, -3.60, -3.42], [-5.23, -3.49, -2.97], [-6.05, -2.62, -0.77], [-4.45, -1.87, 0.94], [2.89, -1.14, 1.01], [2.11, -0.55, -0.04], [2.37, -1.24, -1.28], [3.54, -1.91, -1.05], [4.39, -2.56, -1.91], [5.58, -3.05, -1.35], [5.94, -2.80, -0.02], [5.08, -2.11, 0.85], [3.85, -1.76, 0.31], [4.11, -2.70, -2.96], [6.25, -3.64, -1.98], [6.88, -3.14, 0.40], [5.26, -1.83, 1.88]], "lowdin_charge": [1.3285, -0.2981, -0.3317, -0.1884, -0.1687, -0.3386, -0.2961, -0.2027, -0.1702, -0.1563, 0.1073, 0.1022, 0.1341, 0.0955, 0.1200, 0.1205, 0.0783, 0.0824, 0.1239, 0.1147, 0.1178, 0.1151, 0.0307, 0.1153, 0.0674, 1.0880, 0.9831, -0.3002, -0.2680, -0.3170, -0.0836, -0.0426, -0.0366, -0.0327, -0.0453, -0.3347, -0.1377, -0.0504, -0.0355, -0.0318, -0.0589, -0.3345, -0.0725, -0.0393, -0.0381, -0.0398, -0.0602, -0.3341, -0.0904, -0.0431, -0.0284, -0.0424, -0.1069, 0.0970, 0.1172, 0.1044, 0.1205, 0.1197, 0.1193, 0.0984, 0.1007, 0.1267, 0.1227, 0.1223, 0.1154, 0.1145, 0.1155, 0.1213, 0.1219, 0.0961, 0.1025, 0.1222, 0.1227, 0.1276, 0.1256, 0.1132, -0.5549, 0.1121, -0.1905, 0.0290, -0.0518, -0.0525, 0.0282, -0.2365, 0.1312, 0.1194, 0.1173, 0.1321]}

=====

3.
{"formula": "C41H41N2P2STc", "method": "the ωB97M-V functional and the def2-TZVPD basis", "total_charge": 4, "gap_ev": 3.32, "multiplicity": 1, "largest_force_ev_per_a": 1.3, "elements": ["Tc", "C", "S", "C", "C", "C", "N", "P", "C", "C", "C", "C", "C", "C", "C", "C", "C", "C", "C", "C", "P", "C", "C", "C", "C", "C", "C", "C", "C", "C", "C", "C", "C", "H", "H", "H", "H", "H", "H", "H", "H", "H", "H", "H", "H", "H", "H", "H", "H", "H", "H", "H", "H", "H", "H", "H", "H", "H", "H", "H", "H", "H", "N", "C", "C", "C", "C", "C", "C", "H", "H", "H", "H", "H", "H", "H", "C", "C", "C", "C", "C", "C", "C", "H", "H", "H", "H", "H"], "coordinates": [[-1.26, -0.21, -1.12], [3.98, 1.17, 6.11], [2.64, 0.81, 4.95], [3.51, -0.22, 3.74], [2.49, -0.68, 2.70], [1.98, 0.50, 1.89], [0.90, 0.14, 0.92], [1.03, -0.41, -0.65], [2.54, 0.11, -1.36], [2.73, 1.42, -1.81], [3.97, 1.81, -2.25], [5.03, 0.90, -2.25], [4.84, -0.40, -1.81], [3.60, -0.81, -1.36], [0.82, -2.19, -0.77], [0.55, -2.98, 0.35], [0.27, -4.33, 0.18], [0.26, -4.89, -1.10], [0.55, -4.11, -2.21], [0.82, -2.75, -2.06], [-0.75, 0.19, 1.16], [-1.18, -0.64, 2.67], [-1.82, -1.89, 2.68], [-2.04, -2.54, 3.88], [-1.61, -1.97, 5.07], [-0.96, -0.73, 5.07], [-0.75, -0.07, 3.88], [-1.38, 1.92, 1.34], [-1.25, 2.67, 0.08], [-2.02, 3.92, -0.05], [-2.72, 4.42, 1.01], [-2.74, 3.69, 2.21], [-2.09, 2.42, 2.36], [3.57, 1.78, 6.90], [4.78, 1.71, 5.62], [4.36, 0.25, 6.54], [3.94, -1.08, 4.24], [4.32, 0.34, 3.28], [1.66, -1.17, 3.22], [2.93, -1.42, 2.02], [2.80, 0.95, 1.32], [1.58, 1.29, 2.52], [1.90, 2.12, -1.82], [4.13, 2.82, -2.60], [6.01, 1.21, -2.60], [5.67, -1.10, -1.81], [3.46, -1.83, -1.03], [0.59, -2.56, 1.35], [0.08, -4.96, 1.04], [0.06, -5.94, -1.22], [0.58, -4.56, -3.20], [1.07, -2.15, -2.92], [-2.13, -2.37, 1.76], [-2.54, -3.50, 3.90], [-1.77, -2.48, 6.01], [-0.62, -0.29, 5.99], [-0.22, 0.88, 3.90], [-0.20, 3.06, 0.10], [-1.97, 4.46, -0.99], [-3.27, 5.35, 0.93], [-3.29, 4.09, 3.05], [-2.22, 1.88, 3.29], [-2.57, -1.75, -0.57], [-3.11, -1.47, -1.88], [-4.22, -0.61, -1.99], [-4.72, -0.35, -3.25], [-4.12, -0.92, -4.38], [-3.01, -1.75, -4.26], [-2.49, -2.04, -3.00], [-3.25, -1.66, 0.18], [-2.11, -2.67, -0.50], [-4.70, -0.22, -1.10], [-5.59, 0.28, -3.36], [-4.54, -0.73, -5.36], [-2.57, -2.20, -5.14], [-1.68, -2.75, -2.88], [-1.29, 1.71, -1.09], [-0.90, 2.06, -2.42], [-1.45, 1.30, -3.49], [-1.06, 1.54, -4.80], [-0.16, 2.56, -5.06], [0.37, 3.35, -4.02], [0.02, 3.10, -2.72], [-2.25, 0.60, -3.29], [-1.49, 0.98, -5.61], [0.12, 2.77, -6.08], [1.06, 4.15, -4.25], [0.47, 3.70, -1.93]], "lowdin_charge": [1.0648, -0.3647, 0.8123, -0.4659, -0.2670, -0.2167, -0.3744, 0.9145, -0.3454, -0.0756, -0.0265, 0.0000, -0.0151, -0.0537, -0.3841, -0.0906, -0.0280, -0.0051, -0.0449, -0.1069, 0.9672, -0.3503, -0.0956, -0.0237, 0.0046, -0.0185, -0.1189, -0.2002, -0.2933, 0.1058, 0.0305, 0.1326, 0.0167, 0.0442, 0.0482, 0.0501, 0.0960, 0.0944, 0.0943, 0.1171, 0.1285, 0.0819, 0.0660, 0.1266, 0.1356, 0.1333, 0.1175, 0.0943, 0.1311, 0.1356, 0.1335, 0.1233, 0.0730, 0.1297, 0.1369, 0.1311, 0.0913, 0.2142, 0.1539, 0.1500, 0.1567, 0.1232, 0.0218, -0.3735, -0.0083, -0.0074, 0.0028, -0.0193, -0.0200, 0.1268, 0.1249, 0.1354, 0.1400, 0.1420, 0.1391, 0.1029, -0.2104, -0.2566, -0.0261, -0.0084, 0.0359, 0.0055, -0.0393, 0.0567, 0.1312, 0.1427, 0.1407, 0.1254]}